{
  "formula": "C8H13N3O6",
  "method": "ωB97M-V with the def2-TZVPD basis set",
  "lumo_ev": 0.252,
  "de_lowest_kj_mol": 47.40,
  "spin_multiplicity": 1,
  "homo_ev": -9.87,
  "gap_ev": 10.12,
  "elements": ["C", "C", "C", "C", "C", "C", "C", "C", "H", "H", "H", "H", "H", "H", "H", "H", "H", "H", "H", "H", "H", "N", "N", "N", "O", "O", "O", "O", "O", "O"],
  "positions_angstrom": [[-2.04, 0.89, 0.57], [-0.71, 0.18, 0.72], [-2.81, 0.40, -0.61], [-3.33, -1.03, -0.66], [1.62, 0.35, 0.06], [2.55, 1.47, -0.55], [1.97, -1.01, -0.60], [3.34, -1.58, -0.32], [-2.70, 2.82, 0.15], [-1.48, 2.78, 1.22], [-2.60, 0.68, 1.51], [-2.32, 0.61, -1.59], [-3.76, 0.96, -0.64], [-3.24, -2.89, 0.18], [-2.33, -1.74, 1.09], [0.08, 1.52, -0.58], [1.84, 0.28, 1.18], [1.83, -1.02, -1.68], [1.31, -1.76, -0.17], [4.49, -1.75, 1.09], [3.86, 0.65, 0.51], [-1.85, 2.34, 0.36], [-3.03, -1.91, 0.35], [0.25, 0.62, -0.09], [-0.53, -0.66, 1.60], [-4.04, -1.33, -1.62], [2.11, 2.30, -1.29], [4.10, -2.18, -1.06], [3.59, -1.38, 1.00], [3.83, 1.39, -0.14]],
  "lowdin_charge": [-0.33, -0.45, -0.09, -0.52, -0.22, -0.44, -0.02, -0.50, 0.07, 0.10, 0.16, 0.15, 0.14, 0.12, 0.08, 0.15, 0.18, 0.14, 0.14, 0.15, 0.10, 0.05, 0.18, 0.11, 0.05, 0.03, 0.14, 0.12, 0.08, 0.13]
}